Computed, not measured: C69H68N10O23 as an isolated structure in a non-equilibrium geometry, with ωB97M-V with the def2-TZVPD basis set.

```
170
Properties=species:S:1:pos:R:3:forces:R:3:mulliken_charge:R:1
C 0.750413 -2.239506 -8.469707 -0.1101 -0.4032 -0.1489 -0.576
C 1.144373 -1.908828 -7.181398 -0.2029 0.8511 -0.2123 -1.155
C 0.189731 -1.801358 -6.191228 -0.4469 -0.2367 0.6842 0.887
C -1.136805 -2.131622 -6.450191 0.9319 0.3130 -0.6143 -0.608
C -1.520598 -2.497895 -7.731974 -0.6901 -0.1500 0.2847 -0.578
C -0.574584 -2.579357 -8.737393 0.5144 -0.1558 0.3050 -0.564
N -2.113589 -2.057877 -5.358104 0.2035 -0.0909 -0.8190 0.978
O -3.169293 -2.619792 -5.521046 -0.4989 -0.1535 0.0288 -0.649
O -1.800688 -1.442061 -4.366389 0.1753 0.3469 0.6780 -0.183
H 1.456961 -2.262694 -9.289172 0.1441 -0.0655 0.1255 0.409
H 2.147172 -1.576741 -6.950032 0.1198 -0.2587 -0.1139 0.501
H 0.453729 -1.475602 -5.194222 0.0675 -0.0386 -0.0394 0.578
H -2.567197 -2.691524 -7.928397 0.0609 -0.2037 0.0226 0.499
H -0.818736 -3.005941 -9.699818 -0.2450 0.3758 -0.1203 0.404
C 3.070610 -5.210875 1.707391 -0.0114 -0.2611 -0.8029 -0.587
C 2.565692 -3.995859 1.309587 -0.6182 0.6117 0.0977 -0.252
C 3.034602 -3.299116 0.196587 0.2053 -0.3431 0.4006 0.495
C 4.038187 -3.888959 -0.567410 0.0013 -0.5720 1.1047 -0.157
C 4.618799 -5.093716 -0.141305 -0.5005 0.3312 -0.8214 -0.837
C 4.068562 -5.772998 0.922877 0.7650 -0.2141 0.9904 -0.630
N 4.585875 -3.244215 -1.748049 0.5819 0.5086 -0.2646 1.194
O 4.167412 -2.142679 -2.043724 -0.4518 0.3329 0.0662 -0.607
O 5.475905 -3.799830 -2.354769 -0.0454 -0.3032 0.0568 -0.685
H 2.690420 -5.724236 2.579778 -0.0199 0.0177 0.0126 0.515
H 1.758587 -3.550303 1.875871 0.1480 0.0603 0.0333 0.082
H 2.651746 -2.294139 0.097905 0.0810 -0.0111 -0.7350 0.494
H 5.468464 -5.491116 -0.676303 -0.1053 -0.0304 -0.1159 0.564
H 4.536469 -6.688500 1.266959 -0.0473 -0.0662 -0.2113 0.380
C -2.006664 -2.834622 -0.412419 0.4875 -0.3249 0.3387 -0.313
C -2.003453 -3.989632 0.374024 0.4873 0.2663 -0.6975 -0.722
C -2.709674 -5.100004 -0.048864 -0.2300 -0.4023 0.6647 -0.403
C -3.580532 -5.015716 -1.132348 0.9017 1.3533 0.1183 -0.862
C -3.642284 -3.824285 -1.849445 -0.4997 -0.1438 -0.4244 -0.256
C -2.815421 -2.760416 -1.520608 -0.1102 -0.0131 0.0085 0.922
N -4.406702 -6.134002 -1.525143 -1.2081 -1.0252 -0.1986 1.056
O -5.187859 -6.002898 -2.459619 0.7026 0.2778 0.3777 -0.597
O -4.331653 -7.160807 -0.865641 0.3277 0.3590 -0.0762 -0.641
H -1.293498 -2.034544 -0.253293 -0.1656 0.0803 0.4452 0.400
H -1.340401 -4.075006 1.225151 -0.0227 0.0376 0.0292 0.437
H -2.561572 -6.004875 0.525557 -0.3910 -0.1654 -0.2288 0.520
H -4.344241 -3.717009 -2.665554 0.0767 -0.1960 -0.0748 0.467
H -2.756415 -1.864564 -2.123228 -0.3132 -0.1172 -0.2141 -0.085
C -3.674297 2.139130 -2.678836 -0.2460 0.5444 -0.1267 -0.211
C -4.122489 1.925855 -1.388875 0.1696 -0.7236 0.3069 -0.605
C -4.924513 0.825593 -1.103591 -0.0469 -0.0577 -0.1260 -0.644
C -5.243781 -0.041817 -2.138950 0.1171 0.0643 -0.4848 -0.162
C -4.896713 0.211971 -3.465718 0.1987 0.1883 0.6806 -0.526
C -4.087885 1.314833 -3.715826 -0.4854 -0.1579 -0.3812 -0.259
N -5.967298 -1.290564 -1.839691 -0.9106 -0.0200 0.4662 1.218
O -6.371468 -1.445220 -0.696844 0.3345 0.0829 -0.2962 -0.671
O -6.165977 -2.084166 -2.739235 0.2746 0.2882 -0.0032 -0.618
H -3.072446 3.023912 -2.847301 0.1834 -0.1489 -0.2587 0.362
H -3.709436 2.511955 -0.577952 -0.3962 0.2836 -0.0243 0.631
H -5.327191 0.645568 -0.117179 0.2411 -0.1478 0.0646 0.628
H -5.271743 -0.411335 -4.262614 0.1664 -0.1859 0.0400 0.504
H -3.858541 1.514307 -4.755631 0.2653 0.1897 0.0976 0.450
C -1.197197 5.861405 -3.661930 -4.3226 -3.3431 -2.3813 -0.283
C -0.461283 4.817968 -3.084269 -0.8948 -0.7281 -2.1214 0.660
C -0.380577 3.605811 -3.731550 -1.2702 -1.3553 -0.3187 1.783
C -1.144007 3.334309 -4.872844 0.1985 1.3446 1.1377 -1.252
C -1.970209 4.345253 -5.331340 -1.2697 -0.2509 -1.2396 -0.363
C -2.026248 5.601521 -4.740263 0.5681 -0.9479 -0.2214 -1.277
N -1.084134 2.023294 -5.500594 -1.0404 1.7261 -0.3352 0.834
O -1.772783 1.813614 -6.476371 0.0595 -0.2755 -0.1871 -0.698
O -0.302844 1.228955 -5.016128 -6.1435 -0.9628 -0.2979 -0.053
H -1.261905 6.817335 -3.157417 -3.0239 -0.6729 -2.2177 0.461
H 0.222789 5.007471 -2.269103 -3.5266 -0.9896 -1.7449 -0.740
H 0.351579 2.878051 -3.404745 -1.5713 0.0807 0.1994 -0.142
H -2.662623 4.127336 -6.137827 0.1802 -0.0260 -0.1569 0.483
H -2.701731 6.363777 -5.098603 -0.0343 -0.0608 -0.1854 0.411
C 3.544777 -0.994174 4.605004 0.5022 -0.0217 0.4824 0.156
C 3.346976 -1.452731 5.901233 0.0274 0.0456 -0.1227 -0.265
C 3.748907 -2.716997 6.281649 -0.8857 -0.9069 0.1074 -0.830
C 4.237301 -3.610273 5.329456 -0.1078 1.8029 -0.8004 -0.259
C 4.470106 -3.138986 4.031082 0.5674 -0.4430 0.4276 0.031
C 4.198823 -1.820254 3.698265 -0.3349 0.0425 -0.0043 -0.910
N 4.518339 -4.987927 5.682497 0.0965 0.1945 0.0573 1.047
O 5.293969 -5.603882 4.988826 0.2023 -0.2834 -0.3613 -0.608
O 3.959640 -5.427000 6.661364 -0.2151 -0.2825 0.4466 -0.615
H 3.274028 0.034472 4.415537 0.0896 -0.0531 -0.4829 0.139
H 2.855060 -0.815990 6.623601 0.1427 0.0586 0.0664 0.472
H 3.501913 -3.067614 7.275410 0.3035 -0.0650 0.0335 0.366
H 4.931516 -3.774710 3.287664 -0.0425 -0.1393 0.1254 0.705
H 4.507781 -1.469376 2.722647 -0.2637 0.0839 -0.0780 0.530
C -1.050524 0.489967 -1.502301 -0.7893 0.7558 0.0300 1.190
C -1.171751 0.961327 -0.194231 1.5523 -0.7050 -0.2647 -1.993
C 0.013230 1.082056 0.543354 -1.5779 0.3140 0.6228 1.197
C 1.243115 0.788170 0.011386 0.2022 -0.8899 -0.1800 -0.619
C 1.347339 0.337163 -1.294096 -0.0830 0.8776 -0.7754 -0.449
C 0.192805 0.305342 -2.078814 0.4272 -0.7569 0.6516 1.274
N 2.411192 0.759822 0.923496 -1.0762 0.4110 0.0559 1.067
O 3.425719 0.210105 0.583929 0.3743 -0.2136 -0.3527 -0.666
O 2.237328 1.301419 2.002128 0.3307 0.0299 0.2993 -0.408
H -1.950419 0.333800 -2.087580 0.1514 -0.0168 -0.0973 -0.776
H -2.110775 1.117310 0.313067 -0.0768 0.0072 -0.1271 0.595
H -0.141029 1.335418 1.579484 0.4942 0.2105 0.0433 -0.605
H 2.289954 0.143305 -1.791691 0.1537 -0.2037 0.4478 1.027
H 0.294205 -0.009996 -3.106510 -0.3929 0.0851 0.2036 -0.741
C -0.340308 0.532258 6.787439 -0.3841 0.5728 -0.1652 -0.884
C -0.324506 1.107819 5.511243 0.3935 -1.5243 0.6924 -0.972
C -0.109520 0.265636 4.409760 -0.3751 1.6543 0.1700 1.314
C 0.087203 -1.068858 4.627864 0.4435 -0.6821 0.4119 -0.764
C 0.138454 -1.618254 5.900291 -0.3725 -0.5092 -0.1725 -0.416
C -0.149453 -0.837106 6.996961 0.5542 0.5583 -0.2872 -1.003
N 0.322223 -1.970349 3.491020 -0.4341 0.3884 -0.8233 1.084
O 0.275645 -1.464662 2.379207 0.1901 -0.0053 0.0870 -0.145
O 0.484573 -3.156252 3.674244 0.0633 -0.0255 0.5147 -0.678
H -0.547515 1.240465 7.581759 0.1022 -0.3704 0.3708 0.553
H -0.437502 2.178126 5.451348 -0.1079 -0.0002 -0.4382 0.911
H -0.119945 0.735049 3.440068 0.1120 -0.4177 -0.2106 0.011
H 0.373138 -2.668147 6.012490 -0.0529 0.0131 -0.0637 0.575
H -0.085103 -1.300192 7.971134 -0.2257 0.2523 0.1493 0.419
C -5.458921 3.142571 6.720356 -0.7197 -1.5092 -0.1707 -0.422
C -4.389528 3.926930 6.351264 -0.0441 0.8831 -0.6518 -0.616
C -3.661210 3.638213 5.195958 -0.0456 -0.2192 0.5297 -0.165
C -3.909730 2.447592 4.528595 -0.7686 0.7707 -0.0204 0.100
C -5.031178 1.690742 4.841135 0.1524 -0.9639 0.4061 -0.481
C -5.780980 2.005223 5.966381 0.7096 0.6521 -0.1377 -0.465
N -3.035615 2.076531 3.418552 0.3237 -0.3833 -0.0410 1.099
O -1.921361 2.585451 3.404735 -0.4849 -0.0468 -0.3264 -0.490
O -3.425311 1.238393 2.623379 0.1215 0.3763 0.1704 -0.564
H -6.138545 3.259481 7.555112 0.4983 0.7517 0.2826 0.371
H -4.164710 4.867631 6.836755 -0.0945 -0.0993 0.2371 0.401
H -2.953995 4.365233 4.826527 0.3251 -0.2683 0.0517 0.441
H -5.265921 0.775051 4.314651 0.1851 0.1109 -0.2431 0.438
H -6.578412 1.362166 6.307649 -0.1238 -0.0091 -0.2430 0.393
C 2.023791 4.452968 1.165825 -0.7233 0.2454 0.6460 -0.840
C 1.840984 4.185507 -0.175492 1.1279 -0.0715 -0.0384 0.487
C 1.282671 5.135870 -1.000441 1.0221 0.5721 0.7574 -0.177
C 0.707248 6.288750 -0.460175 0.7311 -1.0956 0.8747 -0.252
C 0.825992 6.550965 0.906314 -0.1822 -0.3745 -0.4386 -0.843
C 1.508462 5.628016 1.695886 -0.4291 0.4156 0.0882 -0.429
N -0.003843 7.187382 -1.334884 0.8965 0.8964 1.8550 1.095
O -0.153279 6.883113 -2.492711 7.2696 5.5409 4.4955 -0.515
O -0.431107 8.209435 -0.845303 -0.5880 0.7063 0.2854 -0.715
H 2.472744 3.744321 1.848032 0.1435 -0.1186 -0.2054 0.476
H 2.293190 3.293730 -0.592037 -0.1848 0.0415 -0.2110 0.451
H 1.274453 4.980599 -2.070296 2.5132 0.0507 1.0807 0.623
H 0.361660 7.427973 1.331112 0.0543 0.0517 -0.0225 0.526
H 1.554527 5.819043 2.760573 0.2065 -0.0076 -0.0140 0.405
C 0.827121 -2.815139 -2.471901 0.0468 -0.2974 0.2805 1.570
C 1.111719 -4.012528 -3.347405 0.5799 0.7651 -0.3082 -0.041
O 2.255439 -4.386382 -3.474378 0.0920 -0.3718 0.0222 -0.584
C 0.005338 -4.691073 -4.126201 -0.1323 -0.1927 0.7191 -0.871
H 0.485940 -3.198611 -1.505079 -0.5148 0.0955 -0.1207 0.113
H 0.107470 -2.136689 -2.921735 -0.3391 -0.2262 0.1756 -0.230
H 1.729038 -2.264848 -2.210626 0.2475 -0.1577 -0.4301 -0.823
H 0.149211 -5.759285 -3.962219 -0.0364 -0.0554 -0.3193 0.468
H 0.110646 -4.452814 -5.183551 0.0414 -0.0815 -0.0158 0.147
H -0.998335 -4.437418 -3.780347 0.0347 0.1896 -0.0223 0.068
C 2.937919 2.639357 7.659203 -1.0709 0.2234 0.7995 -1.287
C 3.412308 2.347198 6.265025 0.4263 0.2813 0.4002 0.812
O 4.420212 1.691051 6.131980 -0.1684 -0.0575 -0.3041 -0.531
C 2.690661 2.924111 5.078709 0.2008 -0.3638 -0.6469 -0.412
H 2.174243 3.415417 7.770642 0.3136 0.3091 -0.4533 0.362
H 3.781094 2.880422 8.302136 0.0641 -0.1286 -0.0346 0.364
H 2.398792 1.792838 8.099306 0.4412 -0.3739 -0.1988 0.242
H 1.899164 3.633787 5.301108 -0.0172 -0.0459 0.1254 0.422
H 2.305703 2.091904 4.481432 -0.2518 0.0519 0.1134 -0.407
H 3.431089 3.368463 4.409730 0.0326 0.1796 0.1690 0.422
C 3.991158 1.966335 -3.424444 0.4917 0.4835 0.4626 -1.549
C 2.544625 2.151586 -3.793197 0.2168 -1.1301 -0.5052 0.744
O 1.911353 3.131018 -3.464680 2.7431 0.2847 0.3676 -0.385
C 1.907253 1.030748 -4.604745 3.5807 0.1234 0.4490 -0.145
H 4.611609 1.694611 -4.278498 -0.1813 -0.1676 -0.0411 0.475
H 4.117467 1.196310 -2.657892 -0.1689 -0.2367 -0.2075 0.216
H 4.407895 2.872303 -2.983671 -0.1564 0.1507 -0.0853 0.355
H 0.889332 1.234372 -4.922928 3.4876 0.3823 0.2692 -0.147
H 1.892733 0.119247 -4.001242 0.4179 -0.0680 -0.1830 -0.435
H 2.555953 0.859096 -5.466290 0.1857 -0.2224 0.0125 0.923
```
Positions in Å, forces in eV/Å.

Properties
Gap between HOMO and LUMO (eV): 8.0
E_LUMO (eV): -1.35
Molar mass (g/mol): 1405.3
E_HOMO (eV): -9.36